(1)
A molecular structure, CH3N4P in a non-equilibrium geometry, computed with wB97M-V/def2-TZVPD.

Positions of all 9 atoms, in Å:
P -0.6571 -0.5273 -0.5008
N 0.9660 -0.7218 -0.9243
N -0.6452 1.1435 -0.7279
N -0.5806 0.9885 1.5103
N -0.5700 1.7278 0.3871
C -0.3538 -0.3006 1.3537
H 0.9845 -1.4784 -1.9976
H 1.2923 0.2026 -1.2096
H -0.4360 -1.0343 2.1091

Summary:
Kohn-Sham gap (alpha / beta) = 7.90 / 5.58 eV
charge = 0
lowest unoccupied orbital energy (alpha / beta) = 0.0228 / -0.1311 Ha
largest force on an atom = 0.11825 hartree/bohr
HOMO energy (alpha / beta) = -0.2674 / -0.3361 hartree
energy above the lowest of the compared OMol25 structures with the same formula, charge and spin = 1.3036 eV
2S+1 = 3
E_tot = -600.0595 Ha

Mulliken atomic charge list, values in e, 4 entries:
1 P 0.321
2 N -0.650
3 N -0.232
4 N -0.123


(2)
A gas-phase ion, CH3N4S (charge -1) in a non-equilibrium geometry, computed with wB97M-V/def2-TZVPD.

Positions of all 9 atoms, in Å:
S -0.1664 -0.4833 2.8284
N 0.0595 1.0829 0.8904
N 0.2113 1.0329 -0.5661
N -0.1082 -1.1122 0.2811
N -0.0062 -0.1761 1.2469
C -0.2415 -0.3371 -0.8831
H -1.3213 -0.4013 -1.1060
H 1.2649 1.2108 -0.8466
H 0.3079 -0.8168 -1.8450

Summary:
Kohn-Sham gap (alpha / beta) = 7.50 / 7.50 eV
charge = -1
lowest unoccupied orbital energy (alpha / beta) = 0.1558 / 0.1558 Ha
largest force on an atom = 0.06691 hartree/bohr
HOMO energy (alpha / beta) = -0.1198 / -0.1198 hartree
energy above the lowest of the compared OMol25 structures with the same formula, charge and spin = 2.5983 eV
E_tot = -657.0321 Ha
SMILES = S=[N+]1[N-]CN[N-]1

Mulliken atomic charge list, values in e, 4 entries:
1 S -0.550
2 N -0.552
3 N -0.318
4 N -0.641


(3)
A single CH3N5O molecule in a non-equilibrium geometry, computed with wB97M-V/def2-TZVPD.

Positions of all 10 atoms, in Å:
O 0.7428 -1.1178 0.1618
N -2.1142 1.0644 -0.1763
N -1.9037 -1.0743 0.0457
N -2.7333 -0.0810 -0.0253
N -0.7386 -0.3968 -0.0293
N -0.8356 0.8796 -0.1738
C 1.7006 -0.0087 0.0952
H 2.7118 -0.3993 -0.1773
H 1.3192 0.6013 -0.7222
H 1.8510 0.5326 1.0014

Summary:
Kohn-Sham gap = 10.97 eV
charge = 0
lowest unoccupied orbital energy = -0.0275 Ha
largest force on an atom = 0.09417 hartree/bohr
HOMO energy = -0.4308 hartree
energy above the lowest of the compared OMol25 structures with the same formula, charge and spin = 3.7726 eV
E_tot = -388.7311 Ha
SMILES = COn1nnnn1

Mulliken atomic charge list, values in e, 4 entries:
1 O -0.275
2 N -0.296
3 N -0.297
4 N -0.130


(4)
A single CH3NO molecule in a non-equilibrium geometry, computed with wB97M-V/def2-TZVPD.

Positions of all 6 atoms, in Å:
O 0.3328 0.8203 0.8675
N -0.1966 0.5452 -0.3202
C -0.0796 -0.7049 -0.5253
H 0.2595 -1.3247 0.2569
H 0.2446 1.7914 1.0671
H -0.5607 -1.1275 -1.3460

Summary:
Kohn-Sham gap = 11.05 eV
charge = 0
lowest unoccupied orbital energy = 0.0402 Ha
largest force on an atom = 0.07046 hartree/bohr
HOMO energy = -0.3659 hartree
energy above the lowest of the compared OMol25 structures with the same formula, charge and spin = 2.4719 eV
E_tot = -169.8168 Ha
SMILES = C=NO

Mulliken atomic charge list, values in e, 4 entries:
1 O -0.349
2 N -0.282
3 C -0.321
4 H 0.309


(5)
A single CH3NO molecule in a non-equilibrium geometry, computed with wB97M-V/def2-TZVPD.

Positions of all 6 atoms, in Å:
O 1.7964 -0.1745 -0.0413
N -0.6198 -0.3839 0.1242
C 0.4103 0.4113 -0.2004
H -1.4807 0.0873 0.0759
H -0.5458 -1.3544 0.5655
H 0.4397 1.4142 -0.5239

Summary:
Kohn-Sham gap (alpha / beta) = 6.93 / 8.84 eV
charge = 0
lowest unoccupied orbital energy (alpha / beta) = 0.0387 / -0.0573 Ha
largest force on an atom = 0.10572 hartree/bohr
HOMO energy (alpha / beta) = -0.2161 / -0.3822 hartree
energy above the lowest of the compared OMol25 structures with the same formula, charge and spin = 0.3216 eV
2S+1 = 3
E_tot = -169.7186 Ha

Mulliken atomic charge list, values in e, 4 entries:
1 O -0.281
2 N -0.401
3 C -0.123
4 H 0.183


(6)
A single CH3NO2 molecule in a non-equilibrium geometry, computed with wB97M-V/def2-TZVPD.

Positions of all 7 atoms, in Å:
O -0.8037 -0.3428 -1.4145
O 0.7828 1.7296 -0.1535
N -0.5566 -0.2639 -0.0619
C 0.4752 0.7006 0.3778
H -0.4893 -1.2269 0.2581
H 0.9105 0.2291 1.3606
H -0.6457 0.6047 -1.5835

Summary:
Kohn-Sham gap = 10.36 eV
charge = 0
lowest unoccupied orbital energy = 0.0328 Ha
largest force on an atom = 0.07291 hartree/bohr
HOMO energy = -0.3478 hartree
energy above the lowest of the compared OMol25 structures with the same formula, charge and spin = 3.1350 eV
E_tot = -245.0639 Ha
SMILES = O=CNO

Mulliken atomic charge list, values in e, 4 entries:
1 O -0.369
2 O -0.477
3 N -0.189
4 C 0.209